[1]
The following is a quantum chemistry calculation of a structure of composition C28H35MgN5P2S in a non-equilibrium geometry, from OMol25.

Calculated values
- M (g/mol) = 559.94
- energy (hartree) = -2642.5330
- HOMO level (eV) = -6.88

XYZ file:
```
72
Properties=species:S:1:pos:R:3:forces:R:3
Mg 0.05437 1.62761 2.26931 0.660 -0.741 2.395
C -2.03961 1.77769 -3.93248 -0.498 -0.357 -0.242
C -2.14641 0.48176 -3.62273 -0.689 0.602 -0.734
C -1.35474 -0.59533 -4.30252 -0.013 -0.386 0.137
C 0.13082 -0.24814 -4.53325 0.380 -0.459 -0.444
C 0.81462 0.53984 -3.43892 0.163 0.263 -0.322
C 0.87351 1.87499 -3.46906 0.489 -0.437 -0.729
C 0.28565 2.66853 -4.61785 -0.088 0.551 -0.041
C -1.16047 2.28557 -5.03286 0.032 0.476 -0.472
C 1.34038 1.28427 4.02466 0.464 1.965 -0.181
H -2.69331 2.53548 -3.49035 0.238 -0.360 0.055
H -2.94713 0.13306 -2.96593 0.318 0.266 -0.063
H -1.78593 -0.86290 -5.29346 0.046 0.132 0.596
H -1.43903 -1.49569 -3.67096 0.146 0.132 -0.295
H 0.65748 -1.20597 -4.67079 -0.044 0.281 0.055
H 0.21859 0.27191 -5.50716 0.164 -0.257 0.651
H 1.36480 -0.03660 -2.69391 -0.204 0.243 0.024
H 1.47943 2.44494 -2.76450 -0.213 -0.279 0.117
H 0.87908 2.58581 -5.55610 0.051 0.005 0.726
H 0.30813 3.73895 -4.33868 -0.031 -0.457 -0.152
H -1.61371 3.20332 -5.44010 0.041 -0.322 0.048
H -1.12407 1.56952 -5.87484 -0.169 0.338 0.484
H 0.73245 1.79244 4.79104 0.749 -0.118 0.009
H 2.37007 1.68815 4.03713 -0.173 0.007 0.131
H 1.39808 0.23400 4.30608 -0.266 -0.155 -0.274
P 1.60357 -0.37374 1.54612 1.636 0.062 -0.726
P -1.41401 -1.01522 1.76596 -0.905 -0.332 0.022
N 2.65373 0.82405 0.77758 0.209 -0.158 0.041
N 2.80209 -1.60312 1.99991 -0.060 -0.080 0.097
N -1.91650 0.43739 0.83895 -0.148 0.291 -0.711
N -2.94512 -1.85361 1.90471 -0.090 -0.310 0.291
C 0.82151 -1.08852 0.07114 0.247 -0.711 -0.475
C -0.50866 -1.79719 0.38231 -0.441 -0.639 -0.437
C 2.65366 2.18530 1.12287 0.809 -0.125 -0.466
C 3.70157 2.80100 0.46046 -0.701 -0.547 -0.027
C 4.35045 1.80759 -0.34673 -0.708 -0.436 0.439
C 3.69494 0.60340 -0.12675 -0.028 1.064 0.279
C 3.73608 -1.46361 3.04367 0.098 -0.863 -0.311
C 4.47391 -2.64116 3.15285 -1.045 0.964 -0.533
C 3.98375 -3.54563 2.14953 -0.671 0.890 -0.059
C 2.96662 -2.89327 1.46703 0.551 -0.137 0.401
C -1.92566 1.79932 1.30910 -1.000 -0.913 -0.669
C -2.55130 2.55529 0.30565 0.366 -0.076 0.289
C -2.83986 1.71720 -0.77542 0.251 -0.216 0.068
C -2.40583 0.43888 -0.44509 -0.105 0.562 0.901
C -3.99270 -2.15518 1.02987 -0.520 -0.742 0.538
C -4.90170 -2.99001 1.67494 1.086 0.694 -0.105
C -4.41847 -3.20178 3.00805 0.996 0.618 -0.411
C -3.23186 -2.50010 3.12438 -0.567 -0.125 -0.448
H 1.55000 -1.79012 -0.34013 -0.281 -0.016 -0.482
H 0.67353 -0.30241 -0.68674 0.077 -0.022 0.496
H -1.14151 -1.83925 -0.50682 0.259 -0.279 -0.120
H -0.33753 -2.83276 0.71286 -0.030 0.205 -0.062
H 1.99529 2.57363 1.90431 0.672 -0.143 -0.257
H 3.96489 3.84724 0.55128 -0.040 -0.191 -0.061
H 5.19136 1.98363 -1.00796 -0.152 -0.182 0.177
H 3.89326 -0.38821 -0.50438 -0.021 0.063 0.024
H 3.79586 -0.53168 3.59266 -0.058 -0.204 -0.033
H 5.25577 -2.82958 3.87763 -0.138 0.086 -0.165
H 4.32970 -4.56058 1.97710 -0.157 0.309 -0.052
H 2.36654 -3.24318 0.63581 0.122 0.025 0.285
H -2.07447 1.95189 2.37993 -0.205 0.026 0.065
H -2.77585 3.61446 0.37444 0.060 -0.225 0.031
H -3.28468 1.99944 -1.72039 0.070 -0.049 0.384
H -2.45339 -0.45764 -1.05747 0.155 0.304 0.382
H -4.04225 -1.73524 0.04165 0.073 -0.033 -0.072
H -5.80187 -3.42465 1.26067 0.123 0.244 -0.072
H -4.88318 -3.79989 3.78056 0.106 0.157 -0.096
H -2.57506 -2.33790 3.96319 0.000 -0.047 0.051
S -1.41851 0.47712 4.41351 -1.408 0.096 0.204
C -0.77826 -0.15233 5.82152 0.577 -0.636 2.685
N -0.44292 -0.56247 6.88394 -0.619 0.847 -2.777
```
Positions in Å, forces in eV/Å.

Löwdin atomic charge list, values in e, 8 entries: number 1, Mg, carries 0.587; number 2, C, carries -0.113; number 3, C, carries -0.134; number 4, C, carries -0.182; number 5, C, carries -0.194; number 6, C, carries -0.108; number 7, C, carries -0.098; number 8, C, carries -0.183

---

[2]
The following is a quantum chemistry calculation of a cluster of 2 separate species, C28H35N4O3 in total in a non-equilibrium geometry, from OMol25.

Calculated values
- energy above the lowest of the compared OMol25 structures with the same formula, charge and spin (kcal/mol) = 0.0
- M (g/mol) = 475.61
- energy (hartree) = -1532.4736
- HOMO level (eV) = -9.79
- charge = +1

XYZ file:
```
70
Properties=species:S:1:pos:R:3:forces:R:3
C 1.76029 5.14035 -0.30323 -0.286 0.395 0.155
N 1.48205 3.74570 -0.56084 0.337 -0.442 -0.039
C 2.47977 2.87713 -0.90077 1.397 0.671 0.034
O 3.66941 3.17002 -1.01323 -1.972 -0.645 0.035
C 1.83542 1.50789 -1.10675 0.654 -0.077 -0.526
C 2.50308 0.39061 -0.29218 -0.318 -0.149 0.171
C 3.92171 0.17479 -0.67695 0.769 -0.354 -0.730
C 4.42504 -0.22799 -1.90606 -0.059 0.478 1.269
N 5.80641 -0.20081 -1.85235 -0.033 -0.115 0.010
C 6.21790 0.20057 -0.58629 -0.732 0.164 0.010
C 7.49130 0.44016 -0.08396 0.130 0.092 0.532
C 7.59185 0.92108 1.23069 -0.144 -0.292 -0.652
C 6.44120 1.15632 2.00528 -0.632 -0.057 -0.069
C 5.15888 0.92610 1.48998 0.595 0.012 0.136
C 5.04731 0.44026 0.18755 0.303 -0.044 -0.875
N 0.44588 1.74349 -0.71979 -1.643 -1.851 -0.078
C -0.45232 0.73771 -0.69250 1.413 1.131 -0.214
C -1.79161 0.88833 -0.34043 -1.473 -0.081 0.691
C -2.74118 -0.13608 -0.31043 1.330 1.115 -2.006
C -4.14715 0.12054 -0.09542 -1.198 0.558 0.545
C -5.14179 -0.84400 -0.40870 0.480 0.188 0.129
C -6.48415 -0.62047 -0.12104 -0.007 0.266 -0.068
C -6.90335 0.61921 0.38577 0.448 -0.202 -0.121
C -5.95317 1.61506 0.63818 0.239 -0.046 -0.007
C -4.59525 1.36489 0.44417 -0.021 -0.585 -0.246
C 0.16273 3.15127 -0.36923 -0.011 0.846 0.227
C -0.27188 3.29903 1.09855 0.200 -0.150 0.096
C -0.84250 3.81972 -1.32158 0.138 -0.134 -0.222
H 2.82061 5.32505 -0.49028 -0.212 -0.154 0.016
H 1.15889 5.78068 -0.95970 0.164 -0.089 0.080
H 1.52729 5.39999 0.73705 0.133 -0.033 -0.176
H 1.89765 1.26255 -2.18556 -0.072 0.115 0.447
H 2.45717 0.65675 0.77713 -0.093 -0.125 -0.318
H 1.91969 -0.53375 -0.43441 0.127 0.223 0.148
H 3.87572 -0.49951 -2.80152 0.316 0.012 0.107
H 6.42499 -0.44680 -2.61804 -0.305 0.117 0.387
H 8.35705 0.24695 -0.71436 -0.011 0.131 0.285
H 8.57365 1.11687 1.66116 -0.258 -0.063 -0.148
H 6.54953 1.52797 3.02538 -0.007 -0.093 -0.312
H 4.24721 1.11654 2.05999 0.407 0.032 0.072
H -0.06958 -0.24261 -0.99867 -0.101 0.373 0.147
H -2.12070 1.89889 -0.09235 0.116 -0.661 -0.072
H -2.42252 -1.12799 -0.64340 -0.380 0.678 -0.009
H -4.83770 -1.77296 -0.89429 -0.132 0.288 0.258
H -7.21256 -1.41134 -0.30721 0.203 0.293 -0.044
H -7.96034 0.80981 0.57192 0.301 -0.072 -0.034
H -6.26453 2.59651 0.99858 0.054 -0.337 -0.030
H -3.86684 2.13392 0.71258 -0.362 -0.229 -0.055
H 0.52996 2.93635 1.75703 -0.221 0.141 -0.137
H -0.47104 4.35659 1.31388 0.073 -0.318 -0.021
H -1.17575 2.72455 1.31312 0.181 0.230 0.065
H -0.39997 3.88575 -2.32450 -0.169 0.009 0.227
H -1.77664 3.25828 -1.39184 0.120 0.216 -0.022
H -1.06749 4.83162 -0.96001 0.068 -0.291 -0.136
C -0.94322 -7.19543 -0.48521 0.237 -0.020 -0.125
C -1.99743 -6.71816 0.47820 0.350 -0.466 -0.127
O -2.30055 -5.33113 0.18198 -0.575 -0.009 0.538
C -3.07967 -4.79431 1.14059 0.080 0.086 0.880
C -3.62595 -3.41390 0.78296 -0.286 -0.668 -0.085
N -2.71911 -2.29506 0.99443 0.417 -0.509 0.992
O -3.32388 -5.34008 2.19474 0.018 0.410 -0.781
H -0.80012 -8.27004 -0.34603 -0.007 0.091 -0.029
H -1.22372 -7.02146 -1.52848 -0.003 -0.010 0.168
H 0.01606 -6.70733 -0.28640 -0.133 -0.025 -0.099
H -2.92028 -7.30708 0.37334 0.193 0.286 0.127
H -1.64292 -6.79453 1.51184 -0.189 0.017 -0.244
H -3.90878 -3.46503 -0.27004 -0.095 -0.004 -0.065
H -4.52436 -3.30478 1.39601 0.107 0.070 -0.213
H -3.04529 -1.68672 1.74275 0.276 -0.442 0.003
H -1.77049 -2.60656 1.18926 -0.231 0.106 0.151
```
Positions in Å, forces in eV/Å.

Löwdin atomic charge list, values in e, 8 entries: number 1, C, carries 0.001; number 2, N, carries -0.038; number 3, C, carries -0.361; number 4, O, carries 0.105; number 5, C, carries -0.148; number 6, C, carries -0.081; number 7, C, carries -0.192; number 8, C, carries -0.033

---

[3]
The following is a quantum chemistry calculation of a structure of composition C28H35N5P2SZr in a non-equilibrium geometry, from OMol25.

Calculated values
- energy above the lowest of the compared OMol25 structures with the same formula, charge and spin (kcal/mol) = 0.0
- M (g/mol) = 626.86
- energy (hartree) = -2488.9157
- HOMO level (eV) = -11.85
- charge = +2

XYZ file:
```
72
Properties=species:S:1:pos:R:3:forces:R:3
Zr 0.44544 2.72063 3.91558 -2.630 3.778 4.570
C 2.61575 2.88586 2.88352 0.881 -0.386 -3.227
C 1.61165 2.64551 1.92133 2.887 0.439 -0.005
C 1.32388 1.27159 1.28852 0.089 0.266 -0.318
C 0.34820 0.28518 1.95750 -0.858 0.357 -0.414
C 0.12476 0.51733 3.42989 2.009 -2.561 0.700
C 1.20979 0.57806 4.30599 -0.862 -2.880 -0.595
C 2.65898 0.47025 3.86358 1.011 0.069 -0.172
C 3.42664 1.82959 3.58710 -0.514 -0.474 1.225
C -1.75814 3.06550 3.85680 0.501 0.187 -0.076
H 3.05153 3.89801 2.92298 -0.599 -0.177 0.279
H 1.35926 3.50232 1.27807 -0.194 -0.018 0.510
H 2.29035 0.76231 1.13763 -0.308 0.527 0.205
H 0.91143 1.51370 0.28906 0.218 -0.075 0.568
H -0.59851 0.29030 1.39663 0.128 0.174 0.398
H 0.70626 -0.74674 1.81139 0.093 0.164 0.261
H -0.90253 0.43211 3.79860 0.246 0.082 0.289
H 1.02113 0.42520 5.37552 -0.074 0.465 -0.232
H 2.77546 -0.18550 2.98760 -0.456 0.260 0.172
H 3.23063 -0.05576 4.64814 -0.402 0.351 -0.090
H 3.79891 2.22373 4.55483 -0.307 -0.061 -0.525
H 4.36072 1.61214 3.02744 -0.569 0.200 -0.142
H -2.14265 3.50858 4.79220 0.307 -0.052 -0.156
H -2.35993 2.16286 3.67795 0.212 0.047 -0.032
H -2.00440 3.76544 3.04165 0.102 -0.015 0.033
P -1.70807 -1.34001 -0.70372 -2.472 -2.634 -1.146
P 0.12090 0.70924 -2.59473 2.050 -1.618 -1.916
N -1.60177 -2.89550 0.08733 0.817 -0.219 0.692
N -3.40086 -1.63857 -1.23980 0.017 0.779 0.121
N 1.72603 -0.19337 -2.58508 -0.429 0.079 1.559
N 0.44555 1.66982 -3.98164 -0.249 0.730 -0.269
C -0.94476 -1.86739 -2.31427 0.550 0.222 -0.172
C -0.78611 -0.73644 -3.34405 -0.242 0.519 0.301
C -1.72914 -3.07661 1.47688 0.295 -0.873 -0.669
C -1.72956 -4.43945 1.74361 -0.035 0.930 -0.628
C -1.60024 -5.11923 0.48915 -0.089 1.005 -0.423
C -1.52897 -4.15802 -0.50635 0.094 -0.159 1.177
C -4.48761 -0.84015 -0.88327 -0.469 -0.547 -0.818
C -5.62075 -1.29043 -1.55338 0.998 0.131 0.321
C -5.22716 -2.41893 -2.34153 1.217 0.291 0.696
C -3.87532 -2.63002 -2.10080 -0.784 0.654 -0.221
C 2.37071 -0.22985 -1.34715 0.512 -0.526 -0.855
C 3.46696 -1.07505 -1.39891 -0.822 0.448 -0.222
C 3.49495 -1.61897 -2.71889 -1.023 0.524 0.042
C 2.39329 -1.10156 -3.40177 0.543 0.028 0.636
C 1.18473 1.33742 -5.12355 -0.555 0.855 -0.303
C 1.05824 2.35652 -6.04556 -0.244 -0.392 1.042
C 0.21401 3.36531 -5.46560 0.001 -0.744 0.871
C -0.14909 2.93276 -4.19995 0.665 -0.375 -0.925
H -1.50099 -2.67051 -2.81416 0.101 0.315 0.462
H 0.03446 -2.28637 -2.04431 0.013 0.161 -0.141
H -0.25275 -1.11405 -4.23095 -0.149 0.282 0.307
H -1.75932 -0.34955 -3.68686 0.136 -0.221 0.124
H -1.78364 -2.21364 2.13185 -0.153 -0.205 -0.103
H -1.84042 -4.89967 2.71184 0.043 0.043 -0.002
H -1.58931 -6.18505 0.32084 0.044 0.071 0.066
H -1.39287 -4.26832 -1.57126 -0.064 -0.092 0.266
H -4.33952 -0.02855 -0.18992 -0.115 0.069 -0.038
H -6.61126 -0.86258 -1.50087 0.131 -0.015 0.072
H -5.83787 -2.99948 -3.01550 -0.005 -0.020 0.157
H -3.23017 -3.39651 -2.49389 -0.170 0.039 0.029
H 1.96553 0.34155 -0.54320 0.197 -0.069 -0.333
H 4.13503 -1.27368 -0.57011 0.010 -0.048 -0.246
H 4.22702 -2.31329 -3.10409 -0.157 0.062 -0.079
H 2.05851 -1.31026 -4.40372 0.086 -0.043 0.057
H 1.74725 0.42356 -5.17173 -0.049 0.184 -0.078
H 1.53122 2.37910 -7.01480 -0.039 0.036 0.057
H -0.07276 4.29109 -5.93422 -0.052 0.034 0.076
H -0.76536 3.38187 -3.43221 0.068 -0.037 -0.164
S 2.49694 3.79979 8.22116 -0.568 -0.668 -1.546
C 1.86715 3.36449 6.84769 0.487 0.982 1.898
N 1.32256 3.11037 5.79191 -1.050 -0.634 -2.957
```
Positions in Å, forces in eV/Å.

Löwdin atomic charge list, values in e, 8 entries: number 1, Zr, carries 1.755; number 2, C, carries -0.154; number 3, C, carries -0.190; number 4, C, carries -0.175; number 5, C, carries -0.163; number 6, C, carries -0.200; number 7, C, carries -0.181; number 8, C, carries -0.119

---

| no. | LUMO energy (Eh) |
| --- | --- |
| 1 | -0.025 |
| 2 | -0.168 |
| 3 | -0.360 |